{"formula": "C30H60Cl4O21", "method": "ωB97M-V with the def2-TZVPD basis set", "lumo_energy_ha": 0.022, "total_energy_ha": -4599.7789, "gap_ha": 0.341, "species": ["C", "Cl", "Cl", "H", "H", "C", "Cl", "Cl", "H", "H", "C", "C", "O", "C", "O", "O", "C", "H", "H", "H", "H", "H", "H", "H", "H", "C", "C", "O", "C", "O", "O", "C", "H", "H", "H", "H", "H", "H", "H", "H", "C", "C", "O", "C", "O", "O", "C", "H", "H", "H", "H", "H", "H", "H", "H", "C", "C", "O", "C", "O", "O", "C", "H", "H", "H", "H", "H", "H", "H", "H", "C", "C", "O", "C", "O", "O", "C", "H", "H", "H", "H", "H", "H", "H", "H", "C", "C", "O", "C", "O", "O", "C", "H", "H", "H", "H", "H", "H", "H", "H", "C", "C", "O", "C", "O", "O", "C", "H", "H", "H", "H", "H", "H", "H", "H"], "positions_angstrom": [[2.18328, -0.53593, -1.61633], [2.23768, -2.14183, -2.36905], [3.33683, 0.64788, -2.26804], [1.20590, -0.08771, -1.69955], [2.53462, -0.73247, -0.61773], [0.83356, 0.83395, 0.41851], [-0.62931, -0.02737, -0.06332], [0.51239, 1.77661, 1.89706], [1.72769, 0.22196, 0.47408], [1.08082, 1.61463, -0.29464], [-4.66994, -1.33135, -1.50789], [-3.16918, -1.53058, -1.63935], [-2.98141, -2.39656, -2.74315], [-1.74222, -2.57664, -3.13066], [-0.79602, -2.01048, -2.69867], [-1.75050, -3.51610, -4.05585], [-0.48513, -3.92901, -4.51038], [-4.87194, -0.50693, -0.82309], [-5.16294, -2.24392, -1.18536], [-5.04730, -1.00192, -2.47649], [-2.78805, -1.89870, -0.68277], [-2.70229, -0.56387, -1.83558], [0.22897, -4.02996, -3.69788], [-0.10421, -3.21798, -5.24673], [-0.57485, -4.87570, -5.03532], [1.03821, 0.19332, -4.59602], [-0.11902, 0.73404, -3.78981], [-1.32234, 0.42238, -4.51514], [-2.44445, 1.02926, -4.10963], [-2.52987, 1.88986, -3.27670], [-3.45140, 0.48203, -4.80104], [-4.78797, 0.94197, -4.67702], [0.96095, 0.64164, -5.59555], [0.97151, -0.88127, -4.77135], [2.02313, 0.41066, -4.18695], [-0.09841, 1.81890, -3.70298], [-0.11332, 0.24326, -2.81742], [-5.10399, 1.28506, -5.66236], [-4.95475, 1.66779, -3.88857], [-5.38448, 0.04224, -4.50890], [-2.10470, -6.38326, 3.21426], [-3.17160, -5.31029, 3.29892], [-2.56819, -4.03934, 3.05315], [-3.34896, -2.97240, 2.84879], [-4.49975, -3.02716, 2.52719], [-2.61488, -1.87264, 3.00985], [-3.17384, -0.63189, 2.64837], [-1.63915, -6.30263, 2.22981], [-2.52742, -7.36732, 3.38996], [-1.32356, -6.20214, 3.95331], [-3.58513, -5.28434, 4.31539], [-3.99511, -5.51155, 2.61072], [-4.03924, -0.68576, 1.98742], [-2.49094, 0.04255, 2.13893], [-3.53994, -0.10251, 3.52869], [2.29303, 5.05047, -5.60495], [1.71497, 4.10127, -4.57325], [0.29282, 4.12910, -4.52427], [-0.29681, 3.66701, -3.41460], [0.24155, 2.98196, -2.58019], [-1.56394, 4.09848, -3.37535], [-2.46414, 3.64128, -2.38983], [1.85081, 4.89193, -6.59085], [3.35860, 4.84288, -5.65714], [2.10557, 6.08045, -5.30826], [2.12831, 4.43481, -3.61624], [2.04952, 3.07080, -4.68951], [-1.96268, 3.39404, -1.44098], [-3.00562, 2.75209, -2.71172], [-3.12578, 4.44486, -2.07000], [3.83909, 0.49483, 2.90597], [4.31053, 0.89715, 1.53324], [5.68118, 0.51379, 1.30594], [6.61757, 1.39073, 1.65095], [6.43289, 2.44655, 2.17089], [7.80866, 0.86188, 1.35214], [8.94435, 1.54264, 1.82915], [2.75375, 0.36754, 2.90753], [3.96870, 1.32862, 3.60319], [4.30894, -0.39512, 3.30316], [4.15866, 1.94856, 1.30067], [3.79983, 0.31004, 0.77052], [8.75148, 2.03386, 2.78569], [9.25446, 2.32284, 1.13331], [9.78539, 0.87973, 2.01348], [-5.05441, 3.01563, 6.03652], [-3.64152, 2.50100, 6.00066], [-2.81088, 3.48424, 5.35866], [-2.87476, 3.53662, 4.06708], [-3.45062, 2.79364, 3.34299], [-2.22921, 4.62480, 3.69729], [-2.03886, 4.72969, 2.30564], [-5.11081, 4.03679, 6.40965], [-5.70268, 2.37527, 6.64649], [-5.57658, 3.01280, 5.07596], [-3.51025, 1.56408, 5.45989], [-3.24011, 2.37925, 7.00155], [-1.62097, 5.72248, 2.15894], [-2.97260, 4.69494, 1.73910], [-1.39619, 3.98914, 1.83131], [5.79742, -4.23484, 2.77029], [4.77428, -3.22696, 2.27152], [3.54048, -3.92950, 2.02895], [2.51519, -3.18910, 1.68083], [2.52492, -2.02863, 1.42331], [1.45625, -3.96042, 1.66338], [0.32671, -3.40089, 1.03736], [5.30661, -4.88507, 3.49139], [6.64334, -3.67648, 3.16477], [6.17145, -4.84766, 1.94922], [5.08566, -2.75778, 1.33872], [4.60824, -2.48893, 3.05445], [0.55374, -3.05533, 0.01920], [-0.02879, -2.46905, 1.49878], [-0.54456, -4.04529, 1.01018]], "forces_ev_per_a": [[0.935, -0.519, -0.327], [0.186, 0.277, -0.182], [0.387, -0.021, 0.138], [0.058, -0.429, -0.030], [-0.223, -0.087, 0.102], [-0.059, 1.460, 0.204], [0.351, -0.073, 0.050], [0.244, -0.329, 0.195], [-0.751, -0.257, 1.000], [-0.433, -0.087, -0.443], [0.322, 0.417, -0.298], [-1.004, 1.065, 0.463], [-0.877, -0.281, 0.384], [-0.669, -0.610, -0.327], [1.499, 0.730, 0.616], [-0.372, -0.630, -0.354], [0.919, 0.043, -0.768], [-0.013, -0.200, 0.244], [-0.140, 0.041, 0.005], [-0.185, -0.234, -0.012], [0.385, -0.425, -0.337], [0.182, -0.082, -0.055], [-0.019, 0.066, 0.100], [0.098, 0.138, 0.181], [-0.383, -0.105, 0.197], [-0.381, 0.071, -1.319], [0.587, -0.062, -0.507], [-1.332, -0.109, 0.144], [0.541, -2.730, -2.234], [2.206, -9.485, -4.507], [0.863, 0.244, 0.206], [-0.532, -0.667, -0.409], [0.263, 0.040, 0.075], [-0.108, -0.052, 0.314], [-0.402, 0.120, -0.033], [0.316, -1.959, -0.231], [-0.686, 0.310, -0.041], [0.124, 0.472, 0.165], [0.198, 0.145, 0.006], [0.000, 0.150, 0.313], [0.288, 0.833, -0.186], [-0.581, -0.397, 0.617], [0.718, 0.355, 0.132], [0.093, -0.412, -0.266], [-0.604, 0.182, -0.006], [0.687, -0.408, -0.230], [-1.330, 1.383, -0.086], [0.004, -0.399, 0.008], [-0.073, -0.073, -0.156], [-0.031, -0.020, 0.027], [-0.080, 0.034, -0.179], [0.120, 0.239, -0.086], [-0.014, -0.637, -0.004], [0.667, -0.474, 0.208], [0.164, -0.127, 0.162], [-0.835, -0.449, -0.238], [0.957, -0.079, 0.833], [-0.676, 0.418, -0.187], [-0.966, 1.494, 0.789], [0.507, 1.361, 1.010], [1.149, 0.220, -1.215], [-0.860, 5.079, 5.065], [0.094, -0.012, 0.011], [0.108, 0.192, -0.042], [0.133, 0.045, -0.034], [-0.302, -0.206, 0.187], [-0.015, -0.055, -0.284], [0.349, -0.185, -0.407], [-2.139, 4.709, 2.457], [0.319, 0.972, -0.467], [-0.705, 1.183, 0.601], [-0.041, -0.757, -0.526], [0.230, 0.034, -0.208], [0.078, -0.683, 0.037], [-0.110, 0.941, 0.351], [-0.054, -0.758, -0.151], [0.543, 1.191, 0.669], [0.110, -0.330, -0.198], [0.423, -0.183, 0.067], [0.112, -0.121, -0.172], [0.125, 0.086, 0.192], [-0.039, 0.012, 0.053], [-0.253, -0.011, -0.103], [-0.041, -0.070, -0.110], [-0.285, -0.495, -0.409], [-1.186, -0.394, -0.071], [0.029, 0.095, -0.345], [0.256, -0.260, 2.103], [0.062, 0.894, -0.052], [-0.729, -1.409, -1.124], [0.741, 0.145, -0.399], [-0.229, 1.028, -1.403], [0.177, -0.042, 0.225], [0.306, 0.119, 0.247], [0.524, 0.000, -0.213], [-0.288, -0.052, 0.050], [0.115, 0.130, 0.038], [0.171, -0.058, -0.042], [-0.158, -0.038, 0.343], [0.208, -0.216, 0.593], [-0.367, 0.148, -0.763], [0.249, -0.294, 0.074], [0.814, -0.404, 0.433], [-0.016, -0.913, 0.173], [0.237, 1.924, -0.501], [-0.999, -1.073, -0.013], [-1.054, 1.921, -0.911], [0.329, 0.061, 0.284], [0.005, -0.175, 0.332], [-0.080, -0.070, 0.030], [0.020, 0.242, 0.148], [-0.130, 0.178, -0.211], [0.158, -0.488, 0.029], [0.336, -0.305, 0.473], [0.455, -0.674, 0.257]], "mulliken_charge": [3.65, -0.14, -0.23, -2.42, -0.94, -0.01, 0.24, -0.21, -0.52, 0.30, -1.63, 1.13, -0.41, 0.78, -0.03, -0.44, -0.60, 0.33, 0.44, 0.21, 0.19, -0.55, 0.20, 0.24, 0.30, -1.96, 4.09, -0.56, 0.87, -0.32, -0.40, -0.80, 0.51, 0.04, 0.17, -1.85, -0.66, 0.28, 0.35, 0.30, -1.12, -0.27, -0.21, 0.73, -0.58, -0.27, -0.43, 0.26, 0.39, 0.29, 0.29, 0.32, 0.29, 0.16, 0.16, -1.38, 0.09, -0.32, 0.74, -0.49, -0.41, -0.39, 0.34, 0.39, 0.32, 0.27, 0.08, 0.07, 0.01, 0.47, -1.08, 0.69, -0.34, 0.68, -0.54, -0.31, -0.72, 0.18, 0.38, 0.23, 0.45, -0.21, 0.33, 0.28, 0.26, -1.15, 0.18, -0.42, 0.89, -0.57, -0.38, -0.42, 0.31, 0.38, 0.30, 0.00, 0.27, 0.32, 0.29, 0.03, -1.46, 0.26, -0.37, 0.62, -0.37, -0.37, -0.11, 0.33, 0.39, 0.35, 0.28, 0.04, 0.02, 0.14, 0.20]}